This record from the OMol25 dataset describes 2 unconnected molecules or ions with the total composition C3H8ClNO. The level of theory is ωB97M-V/def2-TZVPD.

Last column: natural (NBO) charge in e.
Atoms and positions in Å:
C  0.73026  -1.48313  0.48952  -0.484
C  -1.05735  0.05041  0.92838  -0.469
C  0.26769  0.88974  -1.48015  0.109
N  -0.50651  -0.96492  0.04932  -0.340
O  -0.63924  1.85777  -1.50927  -0.665
Cl  1.77517  1.24053  -0.81842  -0.004
H  1.33237  -1.55281  -0.44308  0.211
H  1.34918  -0.96102  1.27067  0.180
H  0.53483  -2.56886  0.76557  0.218
H  -0.12582  0.65389  1.39409  0.148
H  -1.60701  0.80855  0.39061  0.190
H  -1.60379  -0.39238  1.82979  0.214
H  0.28624  0.11621  -2.21529  0.199
H  -0.73602  2.30604  -0.65173  0.492

Calculated values
* Kohn-Sham gap (alpha / beta): 7.96 / 9.41 eV
* net charge: 0
* lowest unoccupied orbital energy (alpha / beta): 0.35 / 0.69 eV
* relative energy (zero: lowest compared OMol25 entry of this formula, charge and spin): 452.79 kJ/mol

***

This record from the OMol25 dataset describes a molecular structure, H6IO3. The level of theory is ωB97M-V/def2-TZVPD.

Last column: natural (NBO) charge in e.
Atoms and positions in Å:
I  0.69222  -1.27641  0.88856  -0.561
O  -0.59773  1.05330  1.44520  -0.988
H  -0.93435  1.39345  0.61621  0.438
H  -0.08144  0.28616  1.19788  0.375
O  -0.66674  -1.69929  -1.45053  -0.986
H  -0.22739  -1.61189  -0.60462  0.385
H  -1.60007  -1.66444  -1.24093  0.439
O  1.40101  1.17359  -0.57315  -0.981
H  1.21242  0.46800  0.04557  0.431
H  0.80207  1.87752  -0.32419  0.447

Calculated values
* Kohn-Sham gap: 7.98 eV
* net charge: -1
* lowest unoccupied orbital energy: 3.61 eV
* relative energy (zero: lowest compared OMol25 entry of this formula, charge and spin): 315.18 kJ/mol

***

This record from the OMol25 dataset describes a molecular structure, C22H28FeN3O3. The level of theory is ωB97M-V/def2-TZVPD.

Last column: natural (NBO) charge in e.
Atoms and positions in Å:
O  1.99604  -2.55389  0.85334  -0.554
C  1.76414  -1.41406  0.95474  0.493
Fe  0.88548  0.28227  1.10277  0.138
C  1.96143  1.44191  1.87006  0.463
O  2.87374  1.69490  2.55128  -0.564
C  0.58670  -0.42628  2.66168  0.468
O  0.31593  -0.99783  3.64741  -0.612
C  -1.86958  -2.01404  0.59732  0.038
C  -2.91960  -1.10223  1.17379  -0.417
C  -2.50317  0.24019  1.75083  -0.424
C  -1.08894  0.83452  1.60815  -0.370
C  -0.69629  1.22035  0.26577  -0.409
C  -0.65321  0.11735  -0.66511  -0.340
C  -0.84727  -1.21778  -0.33641  -0.378
H  -1.25363  -2.35025  1.46345  0.158
H  -3.69069  -0.93539  0.39664  0.185
H  -3.39554  -1.72923  1.93144  0.198
H  -3.13581  1.04399  1.34276  0.190
H  -2.73986  0.16991  2.81513  0.192
H  -0.99121  1.57397  2.43549  0.198
H  -0.52966  2.27731  0.01562  0.216
H  -0.35939  0.37926  -1.68634  0.197
H  -0.16434  -1.97371  -0.77456  0.162
C  -5.36453  -3.19224  0.06000  -0.395
N  -4.53248  -3.39808  -1.14447  -0.467
C  -4.97378  -2.67756  -2.35551  -0.419
C  -3.18979  -3.59470  -1.01849  0.403
N  -2.49366  -3.28889  0.15858  -0.523
C  -1.96484  -4.57667  0.87932  -0.251
C  -2.51039  -4.86186  2.27448  -0.038
C  -3.31558  -5.97039  2.60410  -0.225
C  -3.92270  -6.05427  3.84903  -0.221
C  -3.66635  -5.07879  4.83444  -0.236
C  -2.77807  -4.05390  4.53953  -0.226
C  -2.15654  -3.95743  3.29213  -0.141
N  -2.49929  -4.20480  -1.97843  -0.438
C  -3.10205  -4.74403  -3.19917  -0.401
C  -1.03869  -4.31063  -1.85969  -0.401
H  -5.00026  -3.86139  0.85191  0.220
H  -5.33828  -2.14327  0.38774  0.182
H  -6.39412  -3.44652  -0.19018  0.181
H  -4.10305  -2.31361  -2.90661  0.205
H  -5.56792  -3.31074  -3.01440  0.174
H  -5.58027  -1.81651  -2.08592  0.182
H  -2.22596  -5.48190  0.29368  0.197
H  -0.86336  -4.49395  0.86031  0.204
H  -3.52032  -6.75932  1.84333  0.205
H  -4.61208  -6.86615  4.08828  0.202
H  -4.13616  -5.12386  5.80609  0.204
H  -2.54736  -3.29675  5.27290  0.211
H  -1.43796  -3.17753  3.08219  0.217
H  -4.05874  -5.20403  -2.96254  0.206
H  -3.21680  -3.98093  -3.96906  0.170
H  -2.43243  -5.50913  -3.57130  0.192
H  -0.63668  -3.44285  -1.32317  0.237
H  -0.76814  -5.23195  -1.33702  0.174
H  -0.63755  -4.34820  -2.85991  0.186

Calculated values
* Kohn-Sham gap (alpha / beta): 4.17 / 6.61 eV
* net charge: -1
* lowest unoccupied orbital energy (alpha / beta): 2.81 / 2.75 eV
* spin multiplicity: 5
* relative energy (zero: lowest compared OMol25 entry of this formula, charge and spin): 127.82 kJ/mol

***

This record from the OMol25 dataset describes a molecular structure, C23H23AgBrN3O6Si. The level of theory is ωB97M-V/def2-TZVPD.

Last column: natural (NBO) charge in e.
Atoms and positions in Å:
Ag  -0.31252  -0.14971  -1.03311  0.895
C  3.44692  -0.61141  -2.04606  -0.638
C  3.12691  -0.58901  -0.57410  0.252
C  4.05372  -1.01644  0.36971  -0.380
C  3.69855  -0.92649  1.71734  -0.166
C  2.47695  -0.41266  2.07127  -0.350
C  1.56223  0.01690  1.06154  0.431
N  1.93200  -0.11173  -0.24915  -0.561
N  0.34746  0.52396  1.28683  -1.161
Si  -0.09569  1.48159  2.60268  1.808
C  -0.22463  0.69946  4.35030  -1.121
C  -1.78451  2.21622  2.19543  -1.119
C  1.14945  2.90425  2.88553  -1.124
H  4.20064  0.14818  -2.27260  0.193
H  2.53838  -0.39672  -2.60433  0.251
H  3.83925  -1.58303  -2.35262  0.202
H  5.01284  -1.42090  0.06835  0.186
H  4.38988  -1.27165  2.48081  0.183
H  2.16344  -0.34970  3.10488  0.194
H  -0.96473  -0.10504  4.38431  0.222
H  -0.50397  1.44945  5.09736  0.208
H  0.73773  0.27811  4.65212  0.212
H  -2.46360  1.42413  1.87080  0.232
H  -1.69403  2.92809  1.37213  0.237
H  -2.23324  2.73795  3.04679  0.208
H  2.08238  2.52177  3.30965  0.219
H  0.76283  3.67380  3.56137  0.208
H  1.39039  3.37810  1.93027  0.231
O  -2.35686  0.01914  -1.82642  -0.582
C  -3.01775  0.93920  -1.36826  0.396
C  -2.67438  2.34477  -1.38811  -0.307
C  -3.63285  3.27000  -1.03199  -0.084
C  -3.32969  4.62453  -0.91359  -0.115
C  -1.98519  5.05232  -1.07070  -0.184
C  -1.01673  4.16417  -1.40177  -0.266
C  -1.29806  2.76676  -1.66296  0.454
O  -0.41634  1.99849  -2.07616  -0.653
N  -4.34020  5.55430  -0.61003  0.522
O  -4.03956  6.74253  -0.45451  -0.469
O  -5.50872  5.16971  -0.49815  -0.468
H  -3.96954  0.70783  -0.84610  0.098
H  -4.65078  2.95249  -0.84022  0.225
H  -1.76274  6.09784  -0.91003  0.225
H  0.01350  4.47839  -1.51472  0.205
Br  -1.14271  -5.22496  0.95301  0.056
C  -0.20283  -5.50245  -0.67350  -0.047
C  0.05796  -6.83704  -0.97210  -0.264
C  0.74782  -7.17492  -2.12129  -0.227
C  1.19589  -6.17965  -2.97482  -0.262
C  0.93858  -4.85564  -2.67036  -0.112
C  0.23096  -4.47785  -1.52798  -0.178
C  0.00269  -2.95169  -1.37705  0.747
O  0.52446  -2.25638  -2.27555  -0.766
O  -0.66777  -2.53811  -0.41254  -0.736
H  -0.28438  -7.60721  -0.29336  0.209
H  0.93180  -8.21951  -2.34770  0.193
H  1.74366  -6.44519  -3.87192  0.194
H  1.27475  -4.04935  -3.30864  0.243

Calculated values
* Kohn-Sham gap: 6.01 eV
* net charge: -2
* lowest unoccupied orbital energy: 4.36 eV
* relative energy (zero: lowest compared OMol25 entry of this formula, charge and spin): 31.96 kJ/mol

***

This record from the OMol25 dataset describes a single C5H8O molecule. The level of theory is ωB97M-V/def2-TZVPD.

Last column: natural (NBO) charge in e.
Atoms and positions in Å:
C  -0.88040  -0.39161  2.30266  -0.712
C  -0.77074  0.31614  1.05207  0.117
C  -0.67617  0.87004  -0.02703  -0.147
C  -0.03865  0.15565  -1.16179  0.056
C  1.25464  0.76911  -1.66006  -0.613
O  0.34377  -1.14336  -0.63892  -0.734
H  -1.34592  0.31220  2.98866  0.256
H  0.09965  -0.69433  2.68667  0.246
H  -1.51347  -1.28226  2.21324  0.233
H  -0.75652  0.02460  -1.98049  0.184
H  1.90910  0.98183  -0.80933  0.216
H  1.73972  0.03303  -2.30533  0.220
H  1.09356  1.69419  -2.22027  0.216
H  -0.45857  -1.64525  -0.44007  0.463

Calculated values
* Kohn-Sham gap: 10.18 eV
* net charge: 0
* lowest unoccupied orbital energy: 0.84 eV
* relative energy (zero: lowest compared OMol25 entry of this formula, charge and spin): 300.68 kJ/mol

***

This record from the OMol25 dataset describes a molecular structure, C15H14ErN2O3S. The level of theory is ωB97M-V/def2-TZVPD.

Last column: Mulliken spin population.
Atoms and positions in Å:
C  2.15625  -1.63832  -2.68760  -0.008
C  3.15830  -0.75028  -2.16732  -0.010
C  2.60760  0.57927  -2.12881  -0.011
C  1.25648  0.50696  -2.61622  0.013
C  0.97456  -0.86406  -2.95595  0.000
Er  1.31936  -0.73612  -0.60057  3.047
C  3.05522  -0.94001  1.08912  0.007
C  2.92537  -2.21587  0.77448  -0.005
C  3.06194  -3.52699  0.59373  0.004
N  0.30245  -2.32583  -0.13388  -0.049
H  3.11114  1.46943  -1.77963  0.000
H  4.15140  -1.03725  -1.85738  0.000
H  0.56268  1.32917  -2.68667  0.004
H  0.03704  -1.24628  -3.32613  -0.001
H  2.26037  -2.70557  -2.81828  0.001
H  3.78300  -0.28920  0.56930  0.000
H  -0.08654  -3.11506  -0.01882  0.002
H  2.50382  -0.48998  1.93219  0.000
H  3.85681  -4.06460  1.11479  0.000
H  2.39672  -4.09030  -0.07292  0.000
O  -1.26569  1.66806  -1.57848  0.000
C  -1.36644  1.31611  -0.37187  0.000
N  -0.55415  0.41457  0.22660  0.006
S  -1.01332  0.10563  1.87419  -0.001
O  -1.27939  -1.31730  1.91733  -0.001
O  0.14877  0.53750  2.63423  0.000
C  -2.44459  1.25434  1.73459  0.000
C  -3.41095  1.55381  2.68940  0.000
C  -4.43028  2.44787  2.34054  0.000
C  -4.46406  3.01715  1.05887  0.000
C  -3.48598  2.70226  0.11802  0.000
C  -2.46848  1.81033  0.47492  -0.001
H  -3.37361  1.09812  3.67533  0.000
H  -5.20296  2.69600  3.06947  0.000
H  -5.26854  3.70958  0.79659  0.000
H  -3.51430  3.13683  -0.88316  0.000

Calculated values
* Kohn-Sham gap (alpha / beta): 5.86 / 5.99 eV
* net charge: -1
* lowest unoccupied orbital energy (alpha / beta): 2.77 / 2.77 eV
* spin multiplicity: 4

***

This record from the OMol25 dataset describes a molecular structure, C24H22BrCrN4O2S2. The level of theory is ωB97M-V/def2-TZVPD.

Last column: natural (NBO) charge in e.
Atoms and positions in Å:
Cr  0.52798  -0.01684  -0.68321  1.273
O  1.57596  4.60589  1.85423  -0.686
C  0.32969  4.82016  1.33867  0.398
C  -0.29422  6.05992  1.42000  -0.308
C  -1.56316  6.23404  0.89407  -0.162
C  -2.22356  5.17741  0.27965  -0.239
C  -1.59387  3.94685  0.20042  -0.162
C  -0.31955  3.75325  0.72476  -0.180
C  0.32805  2.39434  0.63583  0.220
O  0.32598  1.85870  -0.63807  -0.782
N  -0.40892  1.45227  1.52223  -0.298
N  -0.43346  0.19262  1.11638  -0.312
C  -1.31951  -0.60756  1.87970  -0.157
C  -1.11073  -1.85897  2.20189  0.110
Br  0.34395  -2.40540  -0.85766  -0.453
C  -0.85696  -3.07954  2.58063  -0.234
C  -1.33043  -4.34079  1.98705  0.008
C  -0.72380  -5.53346  2.37355  -0.213
C  -1.12303  -6.73787  1.81234  -0.193
C  -2.14134  -6.75787  0.86983  -0.196
C  -2.76436  -5.57308  0.49602  -0.203
C  -2.36136  -4.37066  1.04983  -0.207
H  1.92691  5.43330  2.20135  0.491
H  0.21619  6.88887  1.89917  0.218
H  -2.03827  7.20429  0.96416  0.227
H  -3.21263  5.31692  -0.13554  0.225
H  -2.08113  3.11369  -0.29530  0.215
H  1.33942  2.45634  1.04312  0.177
H  -1.17887  1.78486  2.09453  0.398
H  -2.18841  -0.08233  2.26831  0.209
H  -0.23113  -3.17202  3.46708  0.241
H  0.06478  -5.51504  3.11720  0.213
H  -0.64361  -7.65941  2.11704  0.221
H  -2.45276  -7.69658  0.42999  0.222
H  -3.56990  -5.59098  -0.22771  0.219
H  -2.84754  -3.44598  0.76230  0.214
C  -1.91295  0.00614  -3.21695  -0.655
C  -0.47456  0.12580  -3.59536  0.118
N  0.51373  0.13176  -2.74464  -0.498
C  1.75397  0.21796  -3.35093  0.174
C  1.70006  0.28084  -4.69714  -0.417
S  0.06795  0.23343  -5.21126  0.540
C  2.88328  0.20327  -2.42168  0.098
C  4.21323  0.32186  -2.61817  -0.405
S  5.03308  0.20691  -1.11952  0.552
C  3.56023  0.01438  -0.28705  0.107
N  2.53325  0.03452  -1.09435  -0.493
C  3.45704  -0.15395  1.19165  -0.668
H  -2.02103  0.08457  -2.13750  0.232
H  -2.30667  -0.96059  -3.53188  0.260
H  -2.50709  0.78818  -3.68817  0.252
H  2.51645  0.34571  -5.39857  0.265
H  4.74529  0.45287  -3.54652  0.267
H  4.37378  -0.56838  1.60647  0.254
H  2.63043  -0.82509  1.42827  0.252
H  3.27411  0.81047  1.66950  0.250

Calculated values
* Kohn-Sham gap (alpha / beta): 7.22 / 7.00 eV
* net charge: +1
* lowest unoccupied orbital energy (alpha / beta): -3.48 / -3.78 eV
* spin multiplicity: 5

***

This record from the OMol25 dataset describes a molecular structure, C2HEuFO2. The level of theory is ωB97M-V/def2-TZVPD.

Last column: Mulliken spin population.
Atoms and positions in Å:
C  -0.09229  -0.73899  -0.15784  -0.007
C  -1.05158  -0.56276  -1.06055  0.000
O  -1.87903  -0.42631  -1.88334  0.000
Eu  1.93758  1.77608  1.02312  7.048
F  0.01019  1.69381  1.92651  -0.020
H  -0.13078  -1.72176  0.32981  -0.001
O  1.20591  -0.02007  -0.17772  -0.020

Calculated values
* Kohn-Sham gap (alpha / beta): 5.69 / 5.75 eV
* net charge: 0
* lowest unoccupied orbital energy (alpha / beta): -1.28 / -1.25 eV
* spin multiplicity: 8
* relative energy (zero: lowest compared OMol25 entry of this formula, charge and spin): 42.99 kJ/mol